Entry 1:
The following is a quantum chemistry calculation of a structure of composition C3H5NO4, from OMol25.

Frontier orbital gap (eV): 10.73
E_LUMO (eV): 0.1
Multiplicity: 1
Charge: 0
HOMO energy (Eh): -0.391
Relative energy (zero: lowest compared OMol25 entry of this formula, charge and spin) (kcal per mole): 132.5

CARTESIAN COORDINATES (ANGSTROEM)
C: -0.67 -0.58 -0.87
C: -0.92 -0.13 1.08
C: 0.02 0.36 0.06
N: 1.45 -0.10 0.22
O: 1.71 -1.21 0.57
O: 2.21 0.74 -0.16
O: -1.64 -0.92 0.11
O: 0.03 1.73 -0.29
H: -0.97 -0.12 -1.91
H: 0.01 -1.47 -1.01
H: -0.39 -0.73 1.71
H: -1.46 0.62 1.48
H: 0.64 1.82 -0.98

***

Entry 2:
The following is a quantum chemistry calculation of a cluster of 16 separate species, C3H36NO17 in total, from OMol25.

Frontier orbital gap (eV): 9.00
E_LUMO (eV): 2.5
Multiplicity: 1
Charge: -1
HOMO energy (Eh): -0.237
Relative energy (zero: lowest compared OMol25 entry of this formula, charge and spin) (kcal per mole): 36.4

CARTESIAN COORDINATES (ANGSTROEM)
O: -0.69 0.46 0.04
C: 0.53 0.33 -0.42
N: 1.09 -0.78 -0.75
C: 0.46 -2.10 -0.89
O: 0.49 -2.89 0.27
C: 1.36 1.57 -0.59
H: 2.89 -1.63 2.32
H: 1.20 -2.64 -1.57
H: -0.60 -2.02 -1.10
H: 1.34 1.96 -1.58
H: 1.07 2.32 0.14
H: 2.38 1.46 -0.23
H: -3.14 2.31 1.02
H: -3.76 0.97 1.47
O: -3.69 1.90 1.73
H: 4.41 0.40 -1.15
H: 3.19 -0.72 -1.00
O: 3.78 -0.17 -1.59
H: 1.60 -1.57 -3.20
H: 0.67 -0.56 -3.36
O: 1.23 -1.09 -3.96
H: 0.03 -1.73 3.91
H: -0.07 -3.01 3.01
O: 0.34 -2.62 3.78
H: -0.93 4.14 0.04
H: -0.93 3.22 1.24
O: -1.28 4.06 0.93
H: -2.77 -2.66 0.34
H: -2.15 -3.57 -0.99
O: -2.90 -3.16 -0.54
H: -0.83 -2.30 1.07
H: -1.62 -1.08 1.26
O: -1.70 -2.03 1.42
H: 2.85 1.34 2.10
H: 1.65 0.43 2.35
O: 2.61 0.47 2.51
H: 0.58 2.14 2.44
H: 0.77 3.61 2.87
O: 1.19 2.89 2.40
H: 3.37 1.11 -2.87
H: 2.32 0.33 -3.65
O: 2.57 1.26 -3.43
H: -3.20 -1.85 -1.64
H: -2.31 -0.76 -2.08
O: -3.15 -1.17 -2.33
H: -3.08 1.96 -1.48
H: -1.73 1.75 -0.70
O: -2.59 2.27 -0.72
H: 1.94 -2.56 2.85
H: 1.40 -3.11 0.62
O: 2.52 -2.53 2.07
H: 0.32 1.60 -2.99
H: -1.12 2.08 -3.50
O: -0.60 1.78 -2.76
H: -1.71 1.29 2.95
H: -0.98 1.04 1.38
O: -0.94 1.22 2.39

***

Entry 3:
The following is a quantum chemistry calculation of a cluster of 2 separate species, C3H12N4 in total, from OMol25.

Frontier orbital gap (eV): 8.59
E_LUMO (eV): 1.2
Multiplicity: 1
Charge: 0
HOMO energy (Eh): -0.273
Relative energy (zero: lowest compared OMol25 entry of this formula, charge and spin) (kcal per mole): 120.0

CARTESIAN COORDINATES (ANGSTROEM)
C: -2.13 -0.64 0.78
C: 0.00 -0.69 1.91
C: -0.68 -1.32 -1.54
N: 1.79 2.06 -1.23
N: 2.06 1.21 -0.03
N: -0.80 -0.90 0.74
N: -0.07 -1.07 -0.27
H: -2.56 -0.76 1.65
H: 2.15 0.21 -0.29
H: -2.72 -0.83 -0.07
H: -0.35 0.23 2.42
H: -0.03 -1.63 2.57
H: 1.04 -0.49 1.45
H: -1.16 -0.35 -1.88
H: 0.27 -1.56 -2.16
H: -1.34 -2.13 -1.34
H: 1.21 2.82 -0.96
H: 2.54 2.39 -1.80
H: 3.04 1.54 0.41